Record 1
C9H12ClIN3 | ωB97M-V with the def2-TZVPD basis set

Calculated values
Molecular weight: 324.57 g mol⁻¹
Frontier orbital gap (alpha / beta): 6.990 / 5.850 eV
Highest occupied orbital energy (alpha / beta): -11.189 / -12.116 eV
DFT total energy: -34605.780 eV
Expectation value of S²: 2.0432
Spin multiplicity: 3
Lowest unoccupied orbital energy (alpha / beta): -4.20 / -6.27 eV
Charge: +1

CARTESIAN COORDINATES (ANGSTROEM)
C 0.62905 -2.88888 0.58599
C -0.40990 -2.68666 -0.25695
C -0.35306 -0.31945 -1.27611
C 0.25897 0.79340 -0.74983
C -0.32424 2.06653 -0.27616
C 0.46773 2.19748 1.10873
C 1.90151 2.62276 0.74166
C 2.35418 1.95681 -0.63570
C -1.38171 -3.81089 -0.57260
N 1.65044 0.76639 -0.89477
N 1.65107 -2.24602 1.13654
N -0.44502 -1.61126 -1.29238
Cl 4.08075 1.52375 -0.49787
I 2.77464 -1.11052 -0.02655
H 0.40159 -3.95214 1.09711
H -0.17930 2.76578 -1.07696
H -1.44484 1.88926 -0.28015
H 0.18232 3.08457 1.63031
H 0.55991 1.38262 1.77480
H 2.15209 3.73538 0.78820
H 2.41523 2.31143 1.64124
H 2.15254 2.59397 -1.42495
H -1.59872 -4.28828 0.35484
H -2.31230 -3.50465 -0.78843
H -1.05388 -4.38658 -1.46917
H -0.70613 -2.18090 -2.06916

***

Record 2
C9H12ClO3S | ωB97M-V with the def2-TZVPD basis set

Calculated values
Molecular weight: 235.71 g mol⁻¹
Frontier orbital gap (alpha / beta): 7.090 / 6.955 eV
Highest occupied orbital energy (alpha / beta): -4.097 / -3.964 eV
DFT total energy: -39025.233 eV
Lowest unoccupied orbital energy (alpha / beta): 2.99 / 2.99 eV
Charge: -1
Energy above the lowest of the compared OMol25 structures with the same formula, charge and spin: 111.74 kJ/mol

CARTESIAN COORDINATES (ANGSTROEM)
C -1.39799 -0.14802 0.28118
C -2.05187 0.86149 -0.30207
C 0.95073 2.68957 0.62973
C 0.53163 1.88959 -0.60574
C 0.01763 -0.36152 0.47081
C -3.54083 1.03894 -0.55411
C 0.34604 -0.14142 1.88997
C 2.09049 -2.76847 -1.34590
C 1.94975 -1.58949 -0.47183
O 0.12888 3.47442 1.15788
O 2.10633 2.39031 1.02033
O 0.49435 -1.30772 -0.39021
S -1.19722 2.11255 -1.19847
Cl -2.47208 -1.45081 0.75168
H 1.06760 1.94955 -1.53755
H -4.05543 0.25806 -0.98919
H -3.61101 1.92830 -1.16307
H -3.92787 1.22844 0.44997
H -0.30469 -0.67361 2.61718
H 0.29328 0.94223 2.21615
H 1.29616 -0.58105 2.03269
H 1.68830 -3.72561 -0.98930
H 1.53422 -2.71240 -2.36761
H 3.20087 -2.97616 -1.52194
H 2.54708 -0.70163 -0.64600
H 2.31568 -1.62554 0.56543

***

Record 3
C9H12F3OP | ωB97M-V with the def2-TZVPD basis set

Calculated values
Molecular weight: 224.16 g mol⁻¹
Frontier orbital gap: 9.575 eV
Highest occupied orbital energy: -8.778 eV
DFT total energy: -29012.465 eV
Lowest unoccupied orbital energy: 0.80 eV
Energy above the lowest of the compared OMol25 structures with the same formula, charge and spin: 50.50 kJ/mol

CARTESIAN COORDINATES (ANGSTROEM)
C 0.82826 3.46330 0.30357
C 0.31808 2.71526 -0.88738
C -0.00422 1.43976 -0.89377
F -0.30619 0.84187 -2.02149
P -0.13101 0.29313 0.68029
O -0.05228 -1.17924 -0.10081
C 1.06904 -1.60957 -0.84167
C 2.19231 -2.10687 0.03508
C 2.99862 -1.36179 0.72345
F 2.98146 0.03277 0.69675
C -1.98393 0.25921 0.76729
F -2.27598 1.51274 1.31205
C -2.92746 -0.71564 0.79024
C -2.62618 -2.04633 0.20071
H 1.57724 2.96433 0.86801
H -0.16638 3.57555 0.81456
H 1.11352 4.52165 0.00687
H 0.48363 3.26086 -1.83417
H 0.78754 -2.52666 -1.61909
H 1.50567 -0.81954 -1.51111
H 2.47714 -3.18428 0.10803
H 3.70071 -1.76774 1.37138
H -3.90274 -0.41934 0.93066
H -2.70875 -2.82456 0.99446
H -1.63072 -2.05718 -0.20855
H -3.31739 -2.26171 -0.68534

***

Record 4
C9H12F5N2O2P | ωB97M-V with the def2-TZVPD basis set

Calculated values
Molecular weight: 306.17 g mol⁻¹
Frontier orbital gap: 1.726 eV
Highest occupied orbital energy: -4.803 eV
DFT total energy: -39473.442 eV
Lowest unoccupied orbital energy: -3.08 eV
Energy above the lowest of the compared OMol25 structures with the same formula, charge and spin: 55.21 kJ/mol

CARTESIAN COORDINATES (ANGSTROEM)
N -1.68992 -0.39246 -4.97782
P -0.16061 -1.18687 -4.73908
O -0.50189 -2.75593 -4.41225
C 0.47541 -0.41843 -3.15219
C 1.67996 0.17718 -3.23712
N 2.18508 0.79093 -2.12800
C 1.52827 0.81702 -0.96711
F 2.13246 1.44959 0.00415
C 0.31751 0.21824 -0.82603
C -0.45276 0.18231 0.48743
F 0.21348 0.79194 1.48294
F -1.65790 0.78224 0.38968
C -0.60179 -1.34889 0.91040
F -0.68501 -1.44262 2.23479
F 0.56882 -1.94243 0.52716
C -0.24715 -0.42930 -1.93512
H -1.47256 0.59857 -4.84216
H -2.25614 -0.61926 -4.15052
H 0.14203 -3.31723 -4.85960
H 2.23687 0.20344 -4.16881
H 3.09400 1.23580 -2.20192
H -1.46010 -1.81431 0.40929
H -1.21144 -0.92688 -1.88627
C -0.65799 0.92169 4.65256
C 0.12457 1.44018 5.88950
O -0.47685 2.53175 6.36045
H -0.68806 1.66219 3.85130
H -0.17648 0.01982 4.24998
H -1.68361 0.65815 4.91796
H 1.18091 1.55021 5.54081
H 0.20090 0.56334 6.57561

***

Record 5
C9H12N2 | ωB97M-V with the def2-TZVPD basis set

Calculated values
Molecular weight: 148.21 g mol⁻¹
Frontier orbital gap: 9.984 eV
Highest occupied orbital energy: -8.967 eV
DFT total energy: -12504.413 eV
Lowest unoccupied orbital energy: 1.02 eV
Energy above the lowest of the compared OMol25 structures with the same formula, charge and spin: 416.99 kJ/mol

CARTESIAN COORDINATES (ANGSTROEM)
C 3.07435 -0.93500 0.13866
N 1.76396 -0.85652 -0.51950
N 1.64999 0.27325 -1.39131
C 0.90228 0.19728 -0.22444
C 1.29758 1.40297 0.90123
C -0.53390 -0.01063 -0.16330
C -1.40012 1.07293 -0.44294
C -2.80411 0.90877 -0.40228
C -3.34543 -0.25761 0.04384
C -2.50561 -1.37161 0.24361
C -1.14584 -1.24326 0.16376
H 3.57252 -1.67517 -0.49508
H 3.55312 0.06530 0.27542
H 2.88396 -1.36065 1.17643
H 1.35936 -0.01500 -2.35199
H 0.42209 1.84854 1.29539
H 1.74428 2.16300 0.34888
H 1.93508 0.90449 1.52282
H -1.09058 1.98190 -0.69254
H -3.34960 1.73457 -0.54765
H -4.45341 -0.29841 0.22802
H -3.02192 -2.34030 0.60490
H -0.50805 -2.18885 0.28806

***

Record 6
C9H12N2O | ωB97M-V with the def2-TZVPD basis set

Calculated values
Molecular weight: 164.21 g mol⁻¹
Frontier orbital gap: 9.892 eV
Highest occupied orbital energy: -9.079 eV
DFT total energy: -14553.467 eV
Lowest unoccupied orbital energy: 0.81 eV
Energy above the lowest of the compared OMol25 structures with the same formula, charge and spin: 213.49 kJ/mol

CARTESIAN COORDINATES (ANGSTROEM)
C -0.08155 -1.60124 2.14102
C -0.28537 -0.18198 2.63438
N 0.01934 0.81627 1.61722
C -0.84935 1.03262 0.46197
C -0.51197 0.16346 -0.73231
C -1.49183 -0.64735 -1.31966
C -1.18762 -1.45413 -2.41076
C 0.10871 -1.47187 -2.92256
C 1.09238 -0.67452 -2.33443
C 0.78183 0.15208 -1.25827
N 1.09810 1.55766 1.84000
O 1.35837 2.38753 0.98064
H 0.94259 -1.73334 1.78106
H -0.76621 -1.84735 1.32443
H -0.25881 -2.31547 2.95776
H 0.36647 0.03604 3.48638
H -1.31338 -0.02137 2.97792
H -0.73402 2.08441 0.20068
H -1.88252 0.86187 0.78644
H -2.50310 -0.64421 -0.91339
H -1.97123 -2.06137 -2.87465
H 0.35837 -2.08764 -3.78043
H 2.09492 -0.68655 -2.74392
H 1.52655 0.79488 -0.80433

***

Record 7
C9H12N2S | ωB97M-V with the def2-TZVPD basis set

Calculated values
Molecular weight: 180.28 g mol⁻¹
Frontier orbital gap: 9.316 eV
Highest occupied orbital energy: -8.654 eV
DFT total energy: -23339.643 eV
Lowest unoccupied orbital energy: 0.66 eV
Energy above the lowest of the compared OMol25 structures with the same formula, charge and spin: 323.11 kJ/mol

CARTESIAN COORDINATES (ANGSTROEM)
C -3.01991 -1.73308 0.52651
C -1.83864 -0.87204 0.20165
N -1.96529 0.30526 0.65377
C -0.93704 1.14408 0.44554
C 0.44296 0.72794 1.08551
C 0.35372 0.70167 -0.41141
C 1.18761 1.68650 -1.17867
C 0.08150 -0.49010 -1.16864
C -0.85401 -1.34514 -0.76296
H -2.67037 -2.30125 1.48755
H -3.26768 -2.41181 -0.24031
H -3.90688 -1.08473 0.72438
H -1.31190 2.20229 0.48027
H 1.17777 1.31542 1.46262
H 0.23975 -0.27964 1.57511
H 2.04954 2.06768 -0.60473
H 0.50611 2.56571 -1.25036
H 1.56431 1.52667 -2.13773
H 0.44551 -0.37117 -2.24095
H -0.93678 -2.27663 -1.25013
N 3.76307 0.29715 0.71376
C 3.01815 -0.59435 0.43490
S 2.33726 -1.94390 0.30615
H 3.54125 1.16348 1.14814

***

Record 8
C9H12N3 | ωB97M-V with the def2-TZVPD basis set

Calculated values
Molecular weight: 162.22 g mol⁻¹
Frontier orbital gap (alpha / beta): 6.752 / 6.752 eV
Highest occupied orbital energy (alpha / beta): -11.943 / -11.943 eV
DFT total energy: -13986.198 eV
Lowest unoccupied orbital energy (alpha / beta): -5.19 / -5.19 eV
Charge: +1
Energy above the lowest of the compared OMol25 structures with the same formula, charge and spin: 506.20 kJ/mol

CARTESIAN COORDINATES (ANGSTROEM)
C -0.55506 1.56590 -0.31935
C 0.66516 -1.50337 -0.87019
C 1.93135 -1.01746 -0.36255
C -0.59546 -1.39356 -0.45192
C 1.72791 1.19027 0.65138
C -1.43828 -0.64233 0.23639
C -2.34041 -1.11973 1.32059
C -2.89292 1.12835 -0.67535
C 3.87266 0.22949 0.21097
N -1.58485 0.71516 -0.19041
N 0.58488 1.46464 0.25169
N 2.42664 0.14575 0.06465
H -0.74968 2.46961 -0.88909
H 0.85650 -2.22141 -1.66582
H 2.71235 -1.76496 -0.47697
H -2.57757 -2.17157 1.19980
H -1.81452 -1.00463 2.26936
H -3.25703 -0.54193 1.37125
H -3.41717 1.71364 0.08332
H -3.48613 0.24898 -0.91580
H -2.79099 1.73895 -1.57219
H 4.11938 1.06770 0.85696
H 4.27665 -0.68522 0.64178
H 4.32660 0.38773 -0.76851